1.
32
Properties=species:S:1:pos:R:3:forces:R:3 method="wB97M-V/def2-TZVPD" e_tot_ev=-181659.1028 fmax_ev_per_a=4.01 total_charge=+1 gap_ev="4.703 / 4.712" e_lumo_ev="-7.1 / -7.0"
Re -1.0129 -1.5682 0.7349 -1.5 0.7 -2.5
S -4.4690 -3.4942 3.1685 0.7 0.4 -0.4
Sb -2.2842 -3.5460 2.6656 -1.5 -2.9 2.3
S -1.4463 -1.2589 2.8642 0.6 1.0 -1.2
S -1.9598 -3.5720 0.1665 1.2 2.7 0.3
S -0.8302 -4.9506 3.6001 0.0 0.5 -0.5
Cl 1.4274 -0.0293 2.6758 0.4 -0.1 -0.4
C 1.9435 -0.8237 1.2182 0.4 -0.4 0.2
C 1.0136 -1.3790 0.3377 -0.4 0.2 -0.4
C 1.4415 -1.8087 -0.9376 1.0 0.0 0.8
Cl 0.2151 -2.1859 -2.1026 0.4 -0.1 0.2
C 2.8237 -1.8965 -1.2256 -0.3 0.1 0.0
Cl 3.3965 -2.5268 -2.7089 -0.4 0.0 -0.1
C 3.7789 -1.4588 -0.2842 -0.9 0.2 0.5
Cl 5.4597 -1.5196 -0.6336 -0.6 0.0 0.2
C 3.3130 -0.9293 0.9479 0.3 0.0 -0.5
Cl 4.4584 -0.4214 2.1022 0.0 0.2 0.1
C 0.7481 1.9509 -1.2059 -0.3 0.1 -0.4
Ge -1.1755 1.8571 -0.7077 1.5 1.9 0.5
C -2.1495 2.6567 -2.1962 0.0 0.4 0.1
C -1.6708 2.9782 0.8170 -0.1 0.2 0.4
C -1.6282 -0.0470 -0.2428 0.2 -2.0 0.9
H 0.9634 2.9815 -1.5519 -0.3 -0.5 0.3
H 0.9837 1.2867 -2.0401 -0.2 0.0 0.0
H 1.4394 1.7086 -0.4196 0.2 0.0 0.6
H -1.7302 3.6870 -2.4226 -0.4 -1.2 0.6
H -3.2137 2.7250 -1.9323 0.3 0.1 -0.4
H -1.9925 2.0652 -3.0797 -0.2 -0.2 -0.5
H -1.5811 4.0436 0.4986 -0.1 -0.8 0.2
H -1.0592 2.8247 1.7132 0.0 0.0 -0.3
H -2.7139 2.7721 1.1045 0.3 0.2 -0.2
H -2.4889 -0.1214 -0.9239 0.0 -0.8 -0.1

2.
171
Properties=species:S:1:pos:R:3:forces:R:3 method="wB97M-V/def2-TZVPD" s2=0.75 e_tot_ev=-78858.8472 fmax_ev_per_a=3.49 spin_multiplicity=2 total_charge=+1 gap_ev="7.330 / 3.232" e_lumo_ev="-2.3 / -6.4"
C -11.6517 -18.3290 -30.8035 -0.9 0.5 1.0
C -11.6837 -16.8697 -31.3061 1.3 -2.0 -1.1
C -12.7819 -16.1152 -30.5809 0.3 0.3 0.0
C -12.4052 -15.6566 -29.1941 -0.6 0.1 0.2
C -11.1033 -14.9148 -29.1988 -0.2 0.4 0.0
C -9.9016 -15.6205 -29.8908 0.2 -0.5 0.1
N -10.3588 -16.2288 -31.1693 -0.9 2.1 0.7
O -9.3004 -16.8096 -31.9084 -0.5 -0.5 0.6
C -8.9143 -14.4751 -30.1994 0.2 -0.9 0.1
C -9.3151 -16.6880 -28.8955 -0.3 0.8 -0.7
C -12.0406 -16.9630 -32.7923 -0.1 0.3 -0.9
H -10.8276 -18.9616 -31.1333 -0.1 0.3 -0.1
H -12.6290 -18.7601 -31.0207 0.1 -0.4 -0.4
H -11.6902 -18.2604 -29.7164 0.5 -0.3 0.2
H -12.9791 -15.2516 -31.2161 -0.2 0.3 0.2
H -13.7017 -16.6949 -30.5029 0.1 -0.2 -0.4
H -12.4283 -16.4112 -28.4078 0.1 -0.6 -0.3
H -13.1960 -14.9809 -28.8684 0.0 0.2 0.1
H -10.9406 -14.6450 -28.1553 0.9 -0.2 0.1
H -11.3147 -13.9460 -29.6513 0.3 0.0 -0.5
H -9.4644 -13.7241 -30.7665 0.2 0.3 0.3
H -8.5077 -14.1652 -29.2367 -0.3 0.7 0.0
H -8.0234 -14.7371 -30.7701 -0.1 -0.5 -0.2
H -8.6198 -17.3738 -29.3796 -0.1 -0.1 -0.2
H -8.7601 -16.1741 -28.1106 -0.2 -0.1 0.2
H -10.1665 -17.2341 -28.4893 0.3 -0.2 0.2
H -11.4206 -17.6311 -33.3901 0.1 -0.5 0.5
H -11.9554 -16.0584 -33.3945 0.0 0.7 0.6
H -13.0822 -17.2646 -32.9026 0.0 -0.2 0.1
H -9.2096 -16.2158 -32.6573 0.1 0.1 -0.1
C -5.7277 -14.8676 -22.1429 -0.1 0.1 -0.3
C -7.1700 -14.9628 -22.6407 -1.6 -0.9 0.1
C -8.0740 -13.8725 -21.9205 0.0 -1.0 0.3
C -9.5467 -13.7718 -22.4162 1.4 0.0 -1.3
C -9.4892 -13.6162 -23.9688 0.0 -0.3 0.4
C -8.5513 -14.5980 -24.8007 -0.1 -0.5 0.3
N -7.2381 -14.7608 -24.0816 -0.8 2.2 -1.0
O -6.3131 -15.5077 -24.8544 -0.7 -0.8 0.6
C -9.2824 -15.9748 -25.0121 0.3 0.0 0.4
C -8.3644 -13.9303 -26.1851 -0.2 0.9 0.8
C -7.6489 -16.4009 -22.2770 0.4 -0.2 0.8
H -5.1974 -15.7939 -22.3637 0.0 0.1 0.0
H -5.7281 -14.7301 -21.0616 0.0 0.1 0.0
H -5.1894 -14.0521 -22.6259 -0.1 0.1 0.1
H -8.1447 -14.1755 -20.8758 0.3 -0.1 0.2
H -7.4790 -12.9595 -21.8978 -0.4 0.4 -0.4
H -10.0950 -12.9180 -22.0181 0.4 0.3 0.1
H -10.1353 -14.6103 -22.0439 0.2 -0.4 -0.4
H -9.1828 -12.5896 -24.1693 0.4 0.0 0.1
H -10.5087 -13.6196 -24.3545 -0.1 -0.5 -0.3
H -9.9706 -16.0558 -25.8534 -0.4 0.8 0.1
H -8.6281 -16.8105 -25.2604 0.6 0.2 0.4
H -9.7991 -16.2039 -24.0801 -0.2 -0.3 -0.2
H -9.3328 -14.0267 -26.6762 0.3 -0.3 -0.5
H -8.2682 -12.8506 -26.0710 0.2 0.2 0.3
H -7.4915 -14.1841 -26.7865 -0.3 -0.8 0.0
H -7.3337 -16.6221 -21.2573 0.1 0.0 0.3
H -7.1088 -17.1299 -22.8810 0.0 0.0 -0.3
H -8.7072 -16.6616 -22.2849 -0.1 0.5 -0.4
H -5.6920 -14.8527 -25.1812 0.4 0.3 -0.1
C -6.7881 -20.0417 -30.7089 -0.5 -1.2 0.6
C -5.8994 -20.9537 -31.6252 0.5 2.1 -1.2
C -4.4612 -20.9872 -30.9859 -0.5 -0.3 -1.2
C -4.3797 -21.9703 -29.8750 -0.3 -1.3 0.9
C -4.8019 -23.4041 -30.3540 -0.1 2.6 0.0
C -6.2954 -23.4122 -30.8915 2.7 -2.2 -0.5
N -6.5419 -22.2898 -31.8250 -0.2 0.7 2.6
O -7.8191 -22.2932 -32.3381 1.4 0.4 0.5
C -6.3841 -24.7318 -31.7053 -0.9 -0.5 -0.2
C -7.2275 -23.4385 -29.6987 -1.3 1.1 0.9
C -5.8863 -20.3302 -33.0623 0.3 0.2 -0.1
H -7.8112 -19.9780 -31.0794 0.1 0.2 0.0
H -6.3545 -19.0654 -30.4923 0.2 0.0 -0.8
H -6.8101 -20.5036 -29.7219 -0.3 -0.1 0.1
H -3.7681 -21.1712 -31.8068 0.2 -0.3 0.1
H -4.1684 -20.0179 -30.5824 -0.5 0.3 -0.4
H -4.9925 -21.5839 -29.0606 -0.3 -0.2 0.2
H -3.3832 -22.0100 -29.4350 0.1 -0.1 -0.3
H -4.7005 -24.1558 -29.5712 -0.2 0.0 -0.1
H -4.0421 -23.5563 -31.1206 -0.4 -0.8 -0.4
H -6.1133 -25.6031 -31.1091 -0.2 0.3 0.6
H -7.4072 -24.8942 -32.0445 -0.1 -0.1 0.0
H -5.7216 -24.8803 -32.5580 0.1 0.9 -0.1
H -8.2814 -23.2570 -29.9092 0.0 -0.4 -0.6
H -7.1831 -24.3377 -29.0842 0.4 -0.3 -0.5
H -7.0359 -22.6246 -28.9995 0.5 0.1 -0.1
H -5.3274 -19.4008 -33.1725 -0.1 0.2 1.0
H -6.9011 -20.1061 -33.3910 0.0 -0.2 -0.1
H -5.3429 -20.9135 -33.8056 -0.3 -0.7 0.1
H -7.6836 -22.6585 -33.2155 -0.4 -0.3 -0.8
C -8.2715 -20.9778 -24.1274 0.1 -0.9 0.0
C -6.9763 -20.6461 -24.8115 -0.9 1.9 -0.1
C -6.3181 -21.7581 -25.6428 0.3 0.2 0.6
O -6.3058 -23.0068 -24.9805 -0.2 -0.1 0.7
C -5.2556 -23.8665 -25.3902 0.2 0.9 0.0
N -7.1978 -19.4525 -25.7157 0.5 -1.6 -0.5
H -8.9745 -21.3826 -24.8554 -0.3 0.0 0.2
H -8.6494 -20.0716 -23.6540 -0.2 -0.2 0.0
H -8.0445 -21.7312 -23.3731 -0.4 -0.1 0.1
H -6.4117 -20.2192 -23.9826 1.1 -0.6 -0.2
H -5.3197 -21.3713 -25.8470 0.5 -0.3 -0.1
H -6.7944 -21.9107 -26.6113 -0.4 0.4 -0.2
H -5.3998 -24.1565 -26.4309 0.2 -0.1 -0.2
H -5.1459 -24.7589 -24.7740 -0.6 0.2 0.1
H -4.3424 -23.2863 -25.2573 0.5 -0.2 -0.4
H -8.0384 -19.7247 -26.2051 -0.2 0.4 -0.5
H -7.4184 -18.5947 -25.2304 0.1 0.0 0.5
C -1.9330 -18.6783 -24.4344 -0.4 -1.2 0.1
C -3.4669 -19.0242 -24.3339 2.7 0.4 1.3
C -4.1325 -18.3831 -23.1314 -0.9 -0.9 -0.8
O -3.6925 -18.8624 -21.9034 0.9 -0.5 0.1
C -4.2883 -18.1616 -20.8499 0.4 1.0 0.4
N -4.0619 -18.5644 -25.5667 -0.2 -0.3 0.1
H -1.7114 -17.6577 -24.7464 -0.4 0.1 0.0
H -1.5350 -19.3516 -25.1936 0.1 0.1 -0.2
H -1.3247 -18.8824 -23.5532 -0.4 0.0 0.3
H -3.6351 -20.0852 -24.1491 0.4 -0.3 -0.6
H -5.1464 -18.7781 -23.1962 -0.8 0.8 -0.3
H -4.0972 -17.3055 -23.2912 0.0 0.4 0.6
H -4.0193 -17.1196 -21.0230 -0.1 0.4 0.5
H -3.8898 -18.4783 -19.8861 0.2 -0.2 -0.2
H -5.3752 -18.2066 -20.7812 -0.3 -0.4 -0.4
H -4.9576 -19.0254 -25.6395 -0.6 0.2 -0.5
H -4.2567 -17.5908 -25.3818 -0.5 0.4 -0.4
C 0.6953 -18.0049 -30.4912 1.5 -0.4 -1.1
C -0.3615 -16.9561 -30.4536 0.3 0.7 1.2
C -0.2029 -15.7398 -31.3790 -0.2 -0.8 -0.4
O 1.0927 -15.2484 -31.3883 1.0 -0.2 -0.1
C 1.4191 -14.3665 -32.4549 0.4 -0.1 0.6
N -1.6501 -17.5919 -30.6456 -0.3 0.3 0.0
H 1.6879 -17.5614 -30.5694 0.0 0.1 0.1
H 0.5918 -18.6268 -31.3803 -0.1 -0.1 -0.1
H 0.7342 -18.6755 -29.6328 -0.4 0.2 0.2
H -0.3092 -16.5738 -29.4342 0.0 0.5 0.4
H -0.8525 -14.9208 -31.0703 -0.7 -0.1 0.0
H -0.4762 -16.0961 -32.3722 -0.3 0.2 -0.4
H 1.4047 -13.3409 -32.0862 -0.2 0.2 -0.1
H 0.7879 -14.4725 -33.3372 -0.2 -0.1 0.1
H 2.4481 -14.5883 -32.7379 0.0 0.0 -0.1
H -1.7753 -18.1221 -29.7951 -0.2 -0.3 0.0
H -2.3309 -16.8558 -30.5245 -0.6 0.1 -0.3
C -5.6545 -16.8230 -28.2188 -0.4 -1.5 0.9
O -4.6552 -17.2240 -29.1078 0.4 0.3 -1.5
H -6.5686 -16.5144 -28.7259 0.5 0.9 -0.1
H -5.9738 -17.7556 -27.7536 -0.4 0.0 0.7
H -5.2008 -16.2003 -27.4478 -0.7 0.6 -0.1
H -4.0566 -17.7992 -28.6256 0.6 -0.3 -0.2
C -1.7712 -19.8491 -28.0203 0.7 -0.7 1.0
O -2.4811 -18.6658 -27.9731 -1.2 1.1 -1.7
H -1.4359 -20.1057 -29.0252 0.3 0.6 -0.1
H -0.9635 -19.6553 -27.3146 0.7 -0.9 -0.4
H -2.3168 -20.7387 -27.7055 -0.4 0.0 0.4
H -2.9273 -18.5287 -27.1342 -0.3 -0.4 1.2
C -2.8312 -15.0840 -26.0035 -0.1 -0.2 -0.7
O -3.9236 -14.1852 -25.8316 0.1 -0.3 -0.1
H -1.9216 -14.6993 -25.5423 -0.1 -0.3 0.4
H -3.1430 -16.0794 -25.6873 0.2 0.4 0.7
H -2.5875 -15.2855 -27.0466 -0.1 0.4 -0.4
H -3.7391 -13.3883 -26.3342 -0.1 0.1 0.0
C -4.4894 -13.8735 -30.7006 0.9 -0.3 0.5
O -4.7388 -12.5057 -30.3911 -0.2 -0.4 -0.3
H -4.3390 -14.0794 -31.7603 -0.4 0.1 -0.1
H -3.5586 -14.1809 -30.2240 0.3 -0.1 0.1
H -5.2321 -14.5398 -30.2618 -0.4 0.4 -0.2
H -4.1700 -12.0109 -30.9855 0.0 0.3 0.1
C -5.6250 -16.7541 -32.5949 -1.8 -0.3 0.9
O -4.4955 -17.1996 -31.8954 0.6 -0.1 -1.4
H -5.6920 -16.9826 -33.6586 1.1 0.2 -0.1
H -6.5199 -17.2700 -32.2467 -0.3 -0.4 0.3
H -5.9200 -15.7251 -32.3896 0.6 0.4 -0.3
H -4.6507 -17.2168 -30.9482 -0.2 0.2 0.5

3.
15
Properties=species:S:1:pos:R:3:forces:R:3 method="wB97M-V/def2-TZVPD" e_tot_ev=-5328.1603 fmax_ev_per_a=1.45 total_charge=+1 gap_ev=10.206 e_lumo_ev=-5.1
O -0.7359 2.1951 0.7988 -0.3 0.4 0.7
H -1.4157 2.5782 1.3904 -0.1 -0.2 -0.2
H -0.0417 2.8472 0.5809 0.0 -0.2 -0.4
H -1.0741 1.5861 0.0950 0.3 -0.1 -0.2
C -0.5814 -0.3264 -1.0388 0.5 -0.3 0.4
C 0.7333 -0.3752 -0.2387 -0.2 0.9 -1.1
C 0.8646 -1.6581 0.5166 -0.2 -0.2 1.3
H -0.6921 -1.3215 -1.4766 -0.5 0.2 0.0
H -0.5693 0.3802 -1.8669 -0.1 0.2 0.0
H -1.4320 -0.1589 -0.3621 -0.3 -0.2 -0.2
H 0.8431 0.5325 0.3565 0.1 -0.2 0.5
H 1.5074 -0.2621 -0.9819 0.6 -0.2 -0.2
H 1.6516 -1.6651 1.2728 0.3 0.1 -0.4
H -0.0351 -1.8507 1.1016 -0.3 0.0 0.0
H 0.9772 -2.5012 -0.1477 0.2 -0.2 -0.2